{"formula": "C31H65BGaN2O14S5", "method": "ωB97M-V/def2-TZVPD", "e_lumo_ev": 1.863, "gap_ev": 6.139, "fmax_ev_per_a": 3.036, "total_energy_ha": -6323.5694, "spin_multiplicity": 1, "charge": -1, "species": ["C", "C", "N", "C", "C", "Ga", "C", "O", "C", "C", "C", "C", "N", "B", "O", "O", "C", "C", "O", "H", "H", "H", "H", "H", "H", "H", "H", "H", "H", "H", "H", "H", "H", "H", "H", "H", "H", "H", "H", "H", "H", "H", "H", "H", "C", "C", "C", "S", "O", "O", "C", "H", "H", "H", "H", "H", "H", "H", "H", "C", "C", "C", "S", "O", "O", "C", "H", "H", "H", "H", "H", "H", "H", "H", "C", "C", "C", "S", "O", "O", "C", "H", "H", "H", "H", "H", "H", "H", "H", "C", "C", "C", "S", "O", "O", "C", "H", "H", "H", "H", "H", "H", "H", "H", "C", "C", "C", "S", "O", "O", "C", "H", "H", "H", "H", "H", "H", "H", "H"], "coordinates": [[1.12459, -2.32432, 3.07452], [2.36293, -1.33591, 2.81366], [2.98288, -1.47300, 1.46983], [1.99464, -1.43139, 0.35878], [1.27248, -0.00106, 0.28922], [-0.81946, -0.12555, 0.22940], [-1.29689, -1.83059, -0.79881], [-0.40587, -2.17347, -1.91048], [-0.31628, -3.62599, -1.89924], [-1.61903, 0.13083, 2.08500], [-2.70748, -0.88910, 2.60619], [-3.29930, -2.13859, 1.85712], [-3.21761, -0.66384, 3.80680], [-1.40594, 1.54685, -0.93470], [-1.56753, 1.39298, -2.36531], [-1.60076, 2.82295, -0.23808], [4.03718, -0.50386, 1.32025], [4.53895, 0.08848, -0.07761], [4.67892, -0.09127, 2.32664], [0.92892, -2.49817, 4.17876], [1.38560, -3.30577, 2.56323], [0.19640, -1.92382, 2.55758], [1.97526, -0.27012, 2.94323], [3.08504, -1.50941, 3.66502], [2.55536, -1.58090, -0.62960], [1.24350, -2.29304, 0.38022], [1.63052, 0.74173, 1.06898], [1.54897, 0.45645, -0.72847], [-1.24643, -2.70916, -0.05835], [-2.37602, -1.83578, -1.19382], [-1.34615, -4.11559, -1.86082], [0.26343, -3.91448, -2.82992], [0.30842, -3.97811, -1.00380], [-2.10035, 1.17193, 2.12219], [-0.78420, 0.16463, 2.86355], [-3.68005, -1.88840, 0.80911], [-4.19293, -2.55038, 2.43073], [-2.54964, -2.99600, 1.74827], [-2.77706, 0.19034, 4.19913], [-0.67236, 1.13447, -2.67716], [-0.72780, 3.18731, 0.01234], [5.52466, -0.37175, -0.40697], [4.77915, 1.18173, 0.13748], [3.74929, 0.09431, -0.88269], [-3.93029, -2.36265, -5.89769], [-2.53628, -2.97337, -5.73513], [-2.37876, -3.37532, -4.26672], [-4.02841, -3.72579, -3.66498], [-4.37277, -2.74731, -2.66144], [-4.16029, -5.14698, -3.43146], [-4.88196, -3.30819, -5.17670], [-4.20176, -2.24544, -6.94875], [-3.95733, -1.37420, -5.42885], [-2.45118, -3.86026, -6.37158], [-1.75225, -2.27664, -6.03806], [-1.75865, -4.26329, -4.15749], [-1.96656, -2.55846, -3.67009], [-5.84559, -2.85563, -4.94592], [-5.02535, -4.23003, -5.74412], [-7.88160, 1.31319, 1.89066], [-6.49861, 0.68627, 2.08338], [-6.35787, 0.33088, 3.56505], [-8.01583, 0.02766, 4.16677], [-8.34987, 1.04688, 5.13696], [-8.17395, -1.38170, 4.44719], [-8.85345, 0.40810, 2.63624], [-8.14416, 1.39958, 0.83448], [-7.89576, 2.31732, 2.32628], [-6.42293, -0.22228, 1.47804], [-5.70164, 1.35979, 1.76313], [-5.75119, -0.56349, 3.70765], [-5.93797, 1.15918, 4.13669], [-9.81103, 0.88410, 2.84496], [-9.00863, -0.52984, 2.09940], [6.26036, 6.06131, -1.09891], [4.79198, 5.70448, -0.85180], [4.44261, 4.53692, -1.77657], [5.96778, 3.64207, -2.05225], [6.32286, 3.76087, -3.44881], [5.90369, 2.36331, -1.38137], [7.01380, 4.73681, -1.10676], [6.64758, 6.73796, -0.33464], [6.36127, 6.55486, -2.07085], [4.66144, 5.39998, 0.19107], [4.13358, 6.55633, -1.02835], [3.71024, 3.87020, -1.32372], [4.07873, 4.88636, -2.74300], [7.99740, 4.80427, -1.57034], [7.10045, 4.32632, -0.09876], [4.99052, -6.16608, 5.06733], [5.89464, -5.10279, 4.43773], [5.00333, -4.17257, 3.61030], [3.38888, -4.21449, 4.38053], [2.46038, -4.82677, 3.46266], [3.13365, -2.94767, 5.01807], [3.79937, -5.40893, 5.64178], [5.51175, -6.73724, 5.83807], [4.65300, -6.86650, 4.29705], [6.38925, -4.53114, 5.22923], [6.67597, -5.55064, 3.82043], [5.37776, -3.14824, 3.61170], [4.89637, -4.52715, 2.58456], [2.94011, -6.04755, 5.84294], [4.07892, -4.85948, 6.54292], [-1.17585, 6.02399, -3.32024], [-0.31248, 5.94318, -4.58128], [1.13473, 5.72913, -4.13319], [1.05004, 4.87931, -2.55870], [1.57471, 5.75619, -1.53436], [1.51974, 3.52284, -2.72449], [-0.72967, 4.86514, -2.43754], [-2.24012, 5.96250, -3.55330], [-0.99536, 6.97547, -2.80958], [-0.63827, 5.09539, -5.19149], [-0.40601, 6.84243, -5.19383], [1.69043, 5.11737, -4.84396], [1.65000, 6.67816, -3.97711], [-1.03221, 4.97577, -1.39838], [-1.08338, 3.91006, -2.83207]], "forces_ev_per_a": [[0.264, 0.162, -1.483], [-1.319, 0.191, 1.706], [0.722, 1.574, -0.193], [-0.267, 0.744, -1.299], [0.109, -0.209, -1.071], [0.712, 0.407, -0.362], [-0.966, -0.974, 0.657], [-0.540, -1.767, 0.780], [0.943, 0.307, -0.281], [-0.566, -0.327, 0.635], [-0.651, 0.958, 2.318], [-0.143, -0.092, -0.252], [0.732, -0.432, -2.139], [0.229, 0.051, 0.199], [0.735, 1.482, 0.982], [0.367, -0.407, -1.603], [1.565, 0.301, 1.307], [-0.513, 0.444, 0.610], [-1.688, -1.172, -2.235], [0.298, 0.382, -1.513], [-0.653, 1.312, 0.874], [1.006, -0.402, 0.748], [0.516, -1.165, -0.177], [-0.655, 0.471, -1.744], [-0.650, 0.018, 1.472], [1.168, 1.143, 0.489], [-0.219, -1.011, -0.736], [-0.289, -0.496, 1.380], [-0.141, 1.092, -0.878], [1.341, -0.035, 0.476], [1.294, 0.571, -0.079], [-0.771, 0.129, 0.900], [-0.956, 0.452, -1.023], [0.534, -1.414, -0.107], [-1.048, -0.180, -0.859], [0.747, -0.170, 1.296], [1.235, 0.671, -0.494], [-0.837, 1.343, 0.144], [-0.157, -0.610, -0.361], [-0.861, -0.244, 0.213], [-0.660, -0.569, 0.073], [-1.403, 0.312, 0.419], [-0.373, -1.659, -0.138], [1.084, -0.267, 0.799], [0.055, 0.153, -0.035], [0.039, -0.037, -0.160], [0.365, 0.206, -0.328], [0.196, -0.093, 0.046], [-0.144, -0.387, -0.077], [-0.134, 0.251, 0.229], [-0.233, 0.194, -0.421], [-0.008, 0.005, 0.068], [-0.029, -0.072, -0.015], [-0.031, 0.055, 0.024], [-0.042, -0.062, 0.060], [-0.165, 0.062, 0.149], [-0.064, -0.095, 0.106], [0.051, -0.115, 0.150], [0.010, 0.012, 0.106], [0.072, 0.124, -0.046], [0.054, -0.025, -0.167], [0.351, -0.021, -0.199], [0.342, -0.203, -0.193], [-0.152, -0.268, 0.078], [-0.214, 0.323, 0.291], [-0.269, 0.208, -0.398], [-0.003, 0.007, 0.071], [-0.053, -0.059, -0.022], [0.012, 0.066, 0.045], [-0.019, -0.106, 0.042], [-0.011, 0.133, 0.206], [-0.104, -0.112, 0.064], [0.037, -0.118, 0.149], [0.024, 0.018, 0.107], [-0.040, 0.091, -0.033], [0.028, 0.148, 0.130], [-0.353, 0.247, 0.240], [-0.199, -0.148, 0.245], [0.064, -0.218, 0.111], [0.300, 0.302, -0.613], [0.305, 0.395, 0.184], [0.001, -0.039, -0.061], [0.049, -0.037, 0.054], [0.004, 0.008, -0.083], [-0.019, -0.147, 0.019], [0.105, -0.077, -0.228], [0.120, -0.147, 0.017], [-0.072, -0.183, -0.044], [-0.033, -0.054, -0.097], [0.060, -0.111, -0.053], [0.130, -0.025, 0.085], [0.572, 0.051, -0.209], [0.196, -0.035, 0.160], [0.300, -0.266, 0.367], [-0.020, -0.665, 0.439], [0.186, -0.435, 0.266], [-0.048, 0.016, -0.050], [-0.019, 0.033, 0.076], [-0.045, -0.039, -0.046], [-0.051, 0.059, 0.037], [-0.258, 0.001, -0.104], [-0.151, 0.084, 0.082], [-0.069, 0.177, -0.073], [-0.063, 0.028, -0.086], [0.062, 0.156, 0.020], [-0.168, 0.016, -0.161], [0.108, 0.274, -0.540], [-0.729, -0.390, -0.101], [0.255, -0.190, -0.035], [0.266, 0.321, 0.281], [-0.356, 0.243, -0.140], [0.073, -0.020, 0.051], [-0.041, -0.048, -0.013], [0.027, 0.044, 0.072], [0.043, -0.072, 0.018], [0.094, 0.004, 0.204], [0.005, -0.104, 0.100], [0.108, -0.163, -0.058], [0.067, -0.042, 0.185]]}

=====

{"formula": "C31H65BN3O19S7", "method": "ωB97M-V/def2-TZVPD", "e_lumo_ev": -5.213, "gap_ev": 6.142, "fmax_ev_per_a": 3.812, "total_energy_ha": -5625.6683, "spin_multiplicity": 1, "charge": 1, "species": ["C", "C", "C", "N", "N", "C", "C", "S", "C", "C", "C", "B", "O", "N", "C", "C", "C", "C", "C", "H", "H", "H", "H", "H", "H", "H", "H", "H", "H", "H", "H", "H", "H", "H", "H", "H", "O", "S", "O", "O", "C", "C", "C", "H", "H", "H", "H", "H", "H", "H", "H", "O", "S", "O", "O", "C", "C", "C", "H", "H", "H", "H", "H", "H", "H", "H", "O", "S", "O", "O", "C", "C", "C", "H", "H", "H", "H", "H", "H", "H", "H", "O", "S", "O", "O", "C", "C", "C", "H", "H", "H", "H", "H", "H", "H", "H", "O", "S", "O", "O", "C", "C", "C", "H", "H", "H", "H", "H", "H", "H", "H", "O", "S", "O", "O", "C", "C", "C", "H", "H", "H", "H", "H", "H", "H", "H"], "coordinates": [[3.96142, -4.51824, 4.46112], [3.03107, -3.92230, 3.94509], [1.75656, -3.16015, 3.55667], [0.56327, -3.81388, 3.59441], [-0.65742, -3.40502, 3.28107], [-0.60033, -2.09997, 2.91095], [-2.01765, -1.49267, 2.51497], [-2.77428, -0.57678, 3.96032], [-4.49711, -1.20530, 4.19243], [-5.39516, -0.57895, 2.99469], [0.55568, -1.13435, 2.82162], [0.43131, 0.42229, 2.38855], [-0.53899, 1.34604, 2.85220], [1.48173, 0.91747, 1.43806], [0.87599, 1.27938, 0.12321], [2.04110, 2.18611, 2.02732], [1.89477, -1.72428, 3.15712], [3.23648, -1.03029, 3.14183], [4.34433, -0.54169, 3.00579], [4.91982, -4.75444, 4.99970], [0.59621, -4.79649, 3.92091], [-1.98244, -0.87658, 1.57095], [-2.75875, -2.33407, 2.30068], [-4.95408, -0.87898, 5.17032], [-4.52044, -2.34049, 4.12314], [-6.01500, -1.37553, 2.49303], [-4.70435, -0.10144, 2.22713], [-6.11211, 0.17968, 3.43197], [-0.20508, 1.78486, 3.66214], [1.69663, 1.25988, -0.67060], [0.43273, 2.32356, 0.09517], [0.06486, 0.56603, -0.21217], [2.20123, 2.01498, 3.14036], [3.02922, 2.48211, 1.57164], [1.33845, 3.06663, 1.93444], [5.39443, -0.16095, 2.99193], [-1.77049, -3.74851, -1.08875], [-0.90024, -2.74854, -1.63977], [-1.36004, -1.41844, -1.92344], [-0.18234, -3.34177, -2.94465], [-1.00613, -3.83521, -4.01470], [-1.65853, -2.70359, -4.78791], [0.53899, -2.62409, -0.62284], [-1.75303, -4.53548, -3.63265], [-0.35534, -4.39504, -4.68797], [-2.36523, -2.15449, -4.16353], [-2.20506, -3.08826, -5.65114], [-0.90665, -1.98915, -5.13034], [0.92183, -3.62321, -0.41978], [0.24654, -2.14410, 0.31023], [1.28334, -2.01654, -1.13566], [-3.43841, 5.36242, 5.00656], [-2.74787, 4.61266, 3.99834], [-1.31440, 4.48495, 3.99855], [-3.22462, 5.12156, 2.55111], [-3.07874, 6.51470, 2.23432], [-1.62977, 6.88462, 1.97619], [-3.44090, 2.99074, 3.91313], [-3.50976, 7.13412, 3.02317], [-3.65927, 6.69751, 1.32888], [-1.02637, 6.77230, 2.87822], [-1.54832, 7.92215, 1.64705], [-1.19664, 6.23261, 1.21398], [-4.52650, 3.06557, 3.88153], [-3.12683, 2.45370, 4.80782], [-3.05562, 2.48968, 3.02663], [-4.88551, 9.15438, 3.01600], [-5.97913, 10.07179, 3.17724], [-6.40553, 10.93060, 2.11093], [-5.72342, 10.96137, 4.49302], [-4.50721, 11.71342, 4.58087], [-4.52389, 12.92540, 3.66740], [-7.38800, 9.18431, 3.76776], [-3.64620, 11.07296, 4.37244], [-4.41616, 12.04809, 5.61557], [-4.55405, 12.62912, 2.61801], [-3.63054, 13.53506, 3.81667], [-5.40891, 13.53631, 3.85652], [-7.08621, 8.54882, 4.59848], [-7.76032, 8.57577, 2.94397], [-8.15061, 9.89775, 4.07558], [1.00673, 0.20834, -8.02280], [2.17743, -0.50655, -8.44308], [2.13263, -1.90412, -8.76439], [3.35302, -0.25739, -7.36902], [3.10167, -0.59163, -6.00145], [3.10198, -2.09285, -5.77691], [2.91680, 0.34980, -9.80000], [2.16388, -0.14169, -5.66424], [3.90370, -0.14277, -5.41255], [2.27471, -2.57069, -6.30369], [3.00102, -2.32713, -4.71476], [4.02530, -2.53745, -6.15394], [2.98585, 1.40870, -9.55789], [2.27479, 0.20313, -10.66818], [3.90110, -0.07462, -9.99107], [11.25095, -2.76895, 5.15811], [10.43150, -3.64804, 4.37721], [9.96880, -3.28394, 3.06817], [9.16482, -4.10567, 5.26616], [8.32256, -3.08971, 5.81473], [7.45109, -2.44460, 4.75144], [11.22204, -5.22399, 4.26707], [8.91908, -2.34195, 6.34345], [7.68327, -3.57331, 6.55597], [8.05451, -1.89949, 4.02420], [6.74949, -1.73741, 5.20039], [6.88984, -3.20390, 4.20124], [11.55076, -5.52762, 5.25926], [12.07943, -5.11397, 3.60359], [10.51962, -5.94305, 3.84865], [-3.02412, -5.11034, -7.41922], [-3.13659, -6.48646, -7.02602], [-2.14293, -7.12441, -6.20866], [-3.38953, -7.38557, -8.33474], [-2.43590, -7.31772, -9.40270], [-1.14693, -8.04069, -9.05749], [-4.71268, -6.73297, -6.26609], [-2.24421, -6.27746, -9.67799], [-2.89452, -7.80004, -10.26743], [-0.62736, -7.55049, -8.23308], [-0.47124, -8.05791, -9.91479], [-1.35400, -9.06638, -8.74517], [-5.48270, -6.28090, -6.88849], [-4.68500, -6.24873, -5.29016], [-4.88268, -7.80154, -6.14481]], "forces_ev_per_a": [[0.233, 1.306, 0.121], [-1.711, 0.255, 0.346], [2.440, 0.484, 0.014], [1.858, -0.886, 0.509], [1.879, 3.200, -0.613], [-1.839, 1.803, -0.594], [-0.651, -1.333, -0.055], [0.450, -0.097, 0.508], [-1.080, -0.508, -1.883], [0.098, -0.299, 0.434], [1.523, -3.291, 1.177], [0.196, 1.871, -0.956], [1.551, -1.748, 0.561], [-1.067, 0.855, 0.630], [0.223, -0.066, -1.445], [0.195, 0.184, 0.856], [-2.330, -0.197, -0.160], [-1.037, -0.776, -0.457], [-0.204, -0.429, 0.551], [-1.637, -0.059, -1.046], [0.061, 0.726, -0.310], [0.216, -0.396, 1.118], [1.248, 0.857, 0.201], [1.156, -0.320, -0.861], [0.126, 1.426, 0.287], [0.664, 0.816, 0.505], [-1.133, -0.511, 0.956], [0.921, -0.706, -0.694], [-0.674, 0.134, -0.433], [-1.086, -0.021, 0.959], [0.369, -1.156, 0.306], [0.881, 0.583, 0.398], [0.105, 0.296, -1.238], [-1.004, -0.560, 0.355], [0.593, -0.935, 0.010], [-1.661, -0.466, -0.096], [-0.097, 0.437, -0.037], [0.611, -0.312, -0.839], [-0.172, -0.321, 0.411], [0.149, 0.297, 1.068], [-0.795, -0.110, -1.023], [-0.135, 0.237, 0.162], [0.232, -0.117, -0.057], [0.127, 0.068, 0.192], [0.219, 0.044, 0.359], [0.015, -0.046, -0.037], [0.152, -0.111, 0.026], [-0.024, -0.099, -0.061], [-0.031, 0.028, -0.090], [-0.104, 0.029, -0.144], [-0.060, -0.023, 0.029], [0.519, 0.011, -0.091], [-0.562, -0.099, -0.768], [-0.203, 0.087, 0.303], [0.067, -0.738, 0.564], [0.340, 1.048, -0.131], [0.238, -0.132, 0.169], [-0.072, 0.002, -0.163], [-0.017, -0.193, 0.018], [-0.132, -0.349, 0.150], [-0.045, 0.046, -0.036], [-0.139, -0.066, -0.033], [-0.061, 0.083, -0.028], [0.072, 0.064, -0.009], [0.037, 0.121, -0.027], [0.010, 0.035, 0.079], [-0.010, 0.354, -0.244], [-0.499, 0.268, 0.657], [0.410, -0.348, 0.042], [-0.380, -0.606, -0.305], [0.744, 0.645, -0.130], [-0.099, -0.012, -0.294], [0.000, -0.005, 0.170], [-0.163, -0.118, -0.047], [-0.285, -0.271, 0.003], [0.028, 0.015, 0.063], [-0.042, -0.067, 0.119], [0.091, -0.014, 0.058], [0.017, 0.071, -0.042], [0.121, 0.089, -0.025], [0.088, -0.008, -0.035], [0.108, -0.445, 0.106], [0.562, 0.248, -0.182], [-0.292, 0.311, 0.225], [-0.177, 0.166, -0.578], [-0.194, -0.416, 0.772], [-0.150, -0.217, -0.165], [0.147, 0.085, 0.066], [-0.011, 0.025, -0.198], [0.037, 0.159, -0.347], [0.034, 0.034, 0.043], [0.060, 0.118, -0.010], [-0.022, 0.059, 0.080], [-0.008, -0.081, 0.026], [-0.047, -0.061, 0.138], [-0.074, -0.001, 0.048], [-0.401, 0.116, -0.292], [0.102, -0.597, 0.077], [0.114, 0.223, 0.384], [0.405, -0.228, -0.210], [-0.463, 0.654, 0.124], [0.048, 0.149, -0.252], [-0.116, -0.114, 0.116], [0.109, -0.097, -0.097], [0.275, -0.238, -0.050], [-0.022, -0.046, 0.041], [0.022, -0.103, 0.120], [0.008, 0.029, 0.039], [-0.047, 0.053, -0.048], [-0.085, 0.134, 0.034], [0.024, 0.077, 0.021], [0.404, -0.246, 0.171], [-0.629, -0.582, -0.313], [0.013, 0.512, -0.155], [-0.308, 0.324, 0.676], [0.828, -0.032, -0.601], [0.136, 0.019, 0.280], [-0.100, -0.083, -0.108], [-0.112, 0.011, 0.177], [-0.296, 0.051, 0.262], [-0.016, -0.006, -0.072], [-0.139, 0.003, -0.035], [-0.004, 0.043, -0.100], [0.079, -0.035, 0.004], [0.114, 0.011, -0.088], [0.051, 0.065, -0.032]]}